The following is a quantum chemistry calculation of a structure of composition C2H6O4S3 at a distorted geometry, from the OMol25 dataset.

Geometry (Å):
S1 4.678 -1.457 -0.351
S2 1.306 1.364 -0.088
S3 3.585 -0.075 0.284
O1 1.224 1.386 1.332
O2 4.139 1.216 0.393
O3 2.262 -0.053 -0.575
O4 1.735 2.452 -0.808
C1 -0.648 -0.379 0.167
C2 -0.219 0.632 -0.871
H1 -1.028 1.476 -1.046
H2 -1.738 -0.616 0.020
H3 0.092 0.260 -1.736
H4 0.083 -1.324 0.116
H5 -0.567 -0.129 1.251
H6 2.950 -0.348 1.689

Properties
F_max ... 6.57 eV/Å
Gap between HOMO and LUMO ... 10.1 eV
Charge ... 0
Relative energy (zero: lowest compared OMol25 entry of this formula, charge and spin) ... 156.3 kJ/mol
Electronic energy ... -42863.446 eV
HOMO level ... -9.85 eV